The following is a DFT calculation (wB97M-V/def2-TZVPD) of a structure of composition C40H20ClF20GeN2O2S2Tc.

Properties
2S+1: 2
Total charge: -1
Gap between HOMO and LUMO (spin up / spin down) in hartree: 0.209 / 0.196
Energy relative to the best compared isomer or geometry (same formula, charge and spin) in kcal per mole: 34.3
E_tot in Ha: -7207.84712
E_HOMO (spin up / spin down) in eV: -4.018 / -3.652

Structure (XYZ):
```
89
Properties=species:S:1:pos:R:3:lowdin_charge:R:1
Tc 0.602 -1.578 0.509 0.91
Cl -5.517 -2.090 4.546 0.60
C -4.251 -2.061 3.341 -0.69
C -4.605 -1.946 1.983 -0.11
C -3.638 -1.915 1.022 0.00
C -2.244 -1.973 1.347 -0.35
O -1.402 -1.899 0.393 -0.20
C -1.914 -2.104 2.731 -0.14
C -0.572 -2.205 3.217 -0.21
O 0.475 -2.137 2.563 -0.17
C -2.941 -2.148 3.703 -0.08
H -5.651 -1.881 1.713 0.10
H -3.893 -1.823 -0.026 0.11
H -0.470 -2.360 4.302 0.13
H -2.670 -2.243 4.748 0.11
C 4.555 -2.894 -0.649 0.01
N 4.790 -1.620 -1.316 -0.10
C 5.847 -1.331 -2.150 -0.04
C 5.666 -0.083 -2.621 -0.05
N 4.500 0.375 -2.060 0.09
C 3.953 -0.571 -1.269 -0.54
S 2.519 -0.291 -0.318 0.85
H 4.981 -3.680 -1.267 0.11
H 3.481 -3.028 -0.562 0.05
H 5.000 -2.890 0.343 0.11
H 6.622 -2.052 -2.347 0.13
H 6.249 0.505 -3.307 0.12
H 4.076 1.284 -2.163 0.16
F -4.170 2.366 1.247 0.10
C -3.570 2.649 2.413 -0.21
C -2.200 2.822 2.479 -0.13
C -1.681 3.083 3.737 -0.25
F -0.362 3.240 3.892 0.09
C -2.469 3.191 4.868 -0.14
F -1.930 3.456 6.060 0.12
C -3.839 3.018 4.756 -0.14
F -4.613 3.118 5.833 0.13
C -4.395 2.743 3.522 -0.14
F -5.713 2.575 3.408 0.12
Ge -0.947 2.438 0.995 0.66
S 0.256 0.763 1.530 0.29
C 0.268 4.010 0.760 -0.13
C 1.292 3.887 -0.164 -0.23
F 1.381 2.793 -0.936 0.05
C 2.247 4.865 -0.374 -0.14
F 3.221 4.687 -1.277 0.10
C 2.186 6.041 0.352 -0.14
F 3.094 6.995 0.163 0.12
C 1.160 6.219 1.263 -0.14
F 1.076 7.359 1.951 0.12
C 0.224 5.212 1.440 -0.22
F -0.768 5.475 2.300 0.10
C -2.039 2.594 -0.662 -0.11
C -2.444 3.830 -1.138 -0.22
F -2.117 4.952 -0.474 0.09
C -3.217 3.991 -2.272 -0.14
F -3.578 5.208 -2.691 0.11
C -3.632 2.870 -2.969 -0.14
F -4.379 3.002 -4.060 0.13
C -3.277 1.614 -2.512 -0.14
F -3.702 0.531 -3.161 0.12
C -2.498 1.499 -1.371 -0.24
F -2.237 0.274 -0.944 0.10
C 1.529 -0.106 -3.796 -0.06
C 1.057 -1.170 -2.798 -0.64
C 1.888 -2.435 -2.983 -0.04
C -0.410 -1.491 -3.126 -0.05
C 0.998 -0.639 -1.364 -0.53
H 1.396 -0.450 -4.826 0.08
H 2.590 0.132 -3.675 0.05
H 0.958 0.818 -3.673 0.08
H 1.717 -2.848 -3.982 0.09
H 1.625 -3.192 -2.247 0.06
H 2.962 -2.238 -2.913 0.06
H -0.480 -1.929 -4.126 0.09
H -1.016 -0.585 -3.114 0.07
H -0.829 -2.184 -2.400 0.07
H 0.552 0.361 -1.412 0.01
F 2.892 -3.465 1.691 0.02
C 2.075 -4.244 0.921 -0.28
C 1.047 -3.648 0.196 -0.12
C 0.310 -4.587 -0.523 -0.25
F -0.733 -4.193 -1.290 0.06
C 0.563 -5.949 -0.551 -0.16
F -0.196 -6.782 -1.284 0.09
C 1.620 -6.465 0.179 -0.16
F 1.892 -7.781 0.160 0.09
C 2.390 -5.593 0.926 -0.16
F 3.429 -6.068 1.641 0.08
```